Record 1
{"formula": "C70H159N9O13", "method": "ωB97M-V/def2-TZVPD", "max_force_ev_per_a": 2.53, "relative_energy_kj_mol": 0.0, "lumo_ev": 0.426, "smiles": "CC1(C)CCCC(C)(C)N1O.CC1(C)CCCC(C)(C)N1O.CC1(C)CCCC(C)(C)N1O.CC1(C)CCCC(C)(C)N1O.CC1(C)CCCC(C)(C)N1O.CC1(C)CCCC(C)(C)N1O.COC[C@H](C)N.COC[C@H](C)N.COC[C@H](C)N.OCCO.OCCO", "orbital_gap_ev": 8.537, "elements": ["C", "C", "C", "C", "C", "C", "C", "C", "C", "N", "O", "H", "H", "H", "H", "H", "H", "H", "H", "H", "H", "H", "H", "H", "H", "H", "H", "H", "H", "H", "C", "C", "C", "C", "C", "C", "C", "C", "C", "N", "O", "H", "H", "H", "H", "H", "H", "H", "H", "H", "H", "H", "H", "H", "H", "H", "H", "H", "H", "H", "C", "C", "C", "C", "C", "C", "C", "C", "C", "N", "O", "H", "H", "H", "H", "H", "H", "H", "H", "H", "H", "H", "H", "H", "H", "H", "H", "H", "H", "H", "C", "C", "C", "C", "C", "C", "C", "C", "C", "N", "O", "H", "H", "H", "H", "H", "H", "H", "H", "H", "H", "H", "H", "H", "H", "H", "H", "H", "H", "H", "C", "C", "C", "C", "C", "C", "C", "C", "C", "N", "O", "H", "H", "H", "H", "H", "H", "H", "H", "H", "H", "H", "H", "H", "H", "H", "H", "H", "H", "H", "C", "C", "C", "C", "C", "C", "C", "C", "C", "N", "O", "H", "H", "H", "H", "H", "H", "H", "H", "H", "H", "H", "H", "H", "H", "H", "H", "H", "H", "H", "C", "O", "C", "C", "C", "N", "H", "H", "H", "H", "H", "H", "H", "H", "H", "H", "H", "C", "O", "C", "C", "C", "N", "H", "H", "H", "H", "H", "H", "H", "H", "H", "H", "H", "C", "O", "C", "C", "C", "N", "H", "H", "H", "H", "H", "H", "H", "H", "H", "H", "H", "O", "C", "C", "O", "H", "H", "H", "H", "H", "H", "O", "C", "C", "O", "H", "H", "H", "H", "H", "H"], "coordinates": [[-6.75, -28.20, 7.67], [-6.19, -28.23, 9.11], [-7.34, -27.80, 10.01], [-5.89, -29.66, 9.53], [-4.55, -30.17, 9.02], [-3.40, -29.17, 9.27], [-3.69, -27.74, 8.79], [-2.66, -26.83, 9.51], [-3.49, -27.68, 7.27], [-5.01, -27.41, 9.32], [-5.31, -26.00, 9.15], [-6.77, -27.17, 7.29], [-6.03, -28.63, 6.95], [-7.71, -28.69, 7.54], [-7.70, -26.80, 9.76], [-8.17, -28.50, 9.97], [-7.01, -27.83, 11.05], [-5.89, -29.76, 10.63], [-6.68, -30.35, 9.22], [-4.27, -31.15, 9.41], [-4.62, -30.37, 7.94], [-2.59, -29.60, 8.66], [-3.18, -29.22, 10.33], [-2.89, -25.80, 9.22], [-1.67, -27.12, 9.16], [-2.86, -26.95, 10.57], [-2.42, -27.78, 7.03], [-3.79, -26.72, 6.83], [-4.05, -28.46, 6.76], [-5.59, -25.72, 10.08], [-10.31, -17.12, 9.54], [-9.90, -17.49, 10.98], [-9.89, -16.17, 11.79], [-11.01, -18.40, 11.55], [-10.62, -19.29, 12.70], [-9.27, -19.92, 12.43], [-8.17, -18.92, 12.10], [-7.81, -18.02, 13.28], [-6.92, -19.71, 11.69], [-8.63, -18.19, 10.93], [-7.61, -17.39, 10.39], [-11.36, -16.84, 9.52], [-9.65, -16.31, 9.23], [-10.11, -17.95, 8.86], [-10.45, -15.37, 11.32], [-10.30, -16.32, 12.80], [-8.87, -15.80, 11.91], [-11.86, -17.77, 11.82], [-11.41, -19.00, 10.72], [-10.62, -18.80, 13.69], [-11.32, -20.11, 12.89], [-9.36, -20.60, 11.57], [-8.93, -20.56, 13.25], [-8.68, -17.88, 13.92], [-7.51, -17.04, 12.91], [-7.01, -18.45, 13.87], [-5.99, -19.24, 11.99], [-6.91, -19.78, 10.60], [-6.96, -20.77, 11.96], [-7.53, -17.73, 9.48], [-1.09, -23.85, 14.63], [-0.73, -24.17, 13.17], [0.51, -25.07, 13.13], [-1.86, -24.95, 12.50], [-3.03, -24.16, 11.96], [-2.49, -23.07, 11.05], [-1.54, -22.14, 11.83], [-0.96, -21.21, 10.78], [-2.36, -21.36, 12.85], [-0.48, -22.94, 12.41], [0.52, -22.11, 13.06], [-1.20, -24.75, 15.24], [-0.34, -23.21, 15.10], [-2.05, -23.34, 14.75], [1.39, -24.57, 13.52], [0.29, -25.97, 13.71], [0.70, -25.30, 12.08], [-1.44, -25.50, 11.65], [-2.25, -25.77, 13.12], [-3.84, -24.74, 11.52], [-3.56, -23.69, 12.80], [-3.35, -22.50, 10.70], [-1.99, -23.49, 10.17], [-1.71, -20.94, 10.03], [-0.27, -21.77, 10.12], [-0.40, -20.35, 11.15], [-2.96, -21.89, 13.59], [-3.07, -20.69, 12.33], [-1.75, -20.70, 13.48], [1.24, -22.09, 12.42], [-3.81, -20.48, 5.67], [-3.57, -21.94, 5.97], [-2.47, -22.16, 7.01], [-4.87, -22.44, 6.60], [-4.98, -23.94, 6.69], [-4.77, -24.50, 5.32], [-3.48, -24.09, 4.67], [-2.27, -24.79, 5.33], [-3.51, -24.54, 3.25], [-3.41, -22.66, 4.73], [-2.34, -22.13, 3.97], [-2.84, -20.00, 5.49], [-4.33, -20.32, 4.72], [-4.27, -19.91, 6.47], [-2.68, -22.96, 7.71], [-1.48, -22.28, 6.54], [-2.30, -21.24, 7.60], [-5.03, -22.00, 7.60], [-5.76, -22.03, 6.09], [-4.23, -24.35, 7.38], [-5.93, -24.25, 7.12], [-5.60, -24.14, 4.69], [-4.97, -25.58, 5.26], [-2.13, -25.79, 4.93], [-2.38, -24.90, 6.41], [-1.36, -24.21, 5.13], [-2.57, -24.37, 2.73], [-4.28, -23.97, 2.71], [-3.82, -25.58, 3.15], [-1.51, -22.42, 4.41], [-6.34, -21.68, 19.40], [-5.02, -21.13, 18.84], [-4.54, -20.01, 19.74], [-3.91, -22.17, 18.72], [-3.98, -23.07, 17.49], [-4.20, -22.32, 16.19], [-5.39, -21.34, 16.31], [-5.34, -20.41, 15.10], [-6.70, -22.14, 16.20], [-5.24, -20.55, 17.51], [-6.13, -19.40, 17.56], [-6.34, -21.67, 20.50], [-7.19, -21.07, 19.11], [-6.45, -22.75, 19.19], [-5.40, -19.43, 20.08], [-4.05, -20.46, 20.61], [-3.81, -19.36, 19.26], [-2.94, -21.66, 18.74], [-3.98, -22.80, 19.61], [-3.07, -23.67, 17.42], [-4.80, -23.79, 17.65], [-4.40, -23.02, 15.38], [-3.32, -21.70, 15.97], [-4.33, -20.00, 14.99], [-6.00, -19.55, 15.24], [-5.61, -20.94, 14.18], [-7.61, -21.56, 16.02], [-6.89, -22.67, 17.14], [-6.65, -22.87, 15.40], [-5.50, -18.67, 17.61], [-14.72, -22.86, 9.89], [-14.23, -24.21, 9.33], [-15.36, -25.20, 9.60], [-14.12, -24.11, 7.81], [-12.86, -23.39, 7.35], [-11.63, -24.10, 7.94], [-11.71, -24.14, 9.47], [-10.63, -25.17, 9.89], [-11.23, -22.78, 10.05], [-12.99, -24.62, 9.93], [-13.07, -24.75, 11.28], [-13.93, -22.11, 9.86], [-15.59, -22.52, 9.32], [-15.03, -22.92, 10.94], [-15.07, -26.24, 9.46], [-15.67, -25.09, 10.64], [-16.22, -24.93, 8.99], [-14.14, -25.12, 7.38], [-14.98, -23.54, 7.45], [-12.74, -23.37, 6.26], [-12.86, -22.38, 7.75], [-10.81, -23.45, 7.64], [-11.49, -25.11, 7.55], [-9.67, -25.01, 9.39], [-10.96, -26.19, 9.66], [-10.43, -25.15, 10.96], [-11.26, -22.79, 11.14], [-11.85, -21.99, 9.62], [-10.22, -22.54, 9.74], [-13.32, -23.86, 11.62], [-7.07, -30.36, 14.50], [-6.78, -29.14, 13.87], [-6.47, -28.13, 14.73], [-6.34, -26.86, 13.94], [-5.77, -25.76, 14.82], [-7.63, -26.39, 13.41], [-7.28, -31.14, 13.78], [-7.91, -30.30, 15.22], [-6.22, -30.67, 15.13], [-7.19, -27.97, 15.55], [-5.53, -28.31, 15.30], [-5.64, -26.98, 13.11], [-6.02, -24.77, 14.45], [-4.69, -25.86, 14.95], [-6.16, -25.81, 15.85], [-8.17, -26.07, 14.23], [-8.16, -27.16, 13.01], [-10.67, -21.44, 17.10], [-11.37, -22.05, 16.00], [-11.28, -23.44, 15.98], [-9.89, -23.99, 15.75], [-9.42, -23.72, 14.31], [-9.92, -25.48, 15.90], [-10.89, -21.96, 18.04], [-10.99, -20.40, 17.05], [-9.59, -21.51, 16.96], [-11.70, -23.87, 16.91], [-11.94, -23.82, 15.20], [-9.18, -23.61, 16.49], [-9.42, -22.63, 14.15], [-10.14, -24.14, 13.61], [-8.42, -24.11, 14.21], [-10.02, -25.75, 16.87], [-10.72, -25.83, 15.36], [-10.29, -26.00, 1.74], [-9.59, -25.60, 2.85], [-9.69, -24.23, 3.11], [-8.77, -23.89, 4.21], [-8.98, -24.71, 5.47], [-8.90, -22.48, 4.49], [-11.30, -25.56, 1.66], [-10.43, -27.08, 1.76], [-9.76, -25.78, 0.80], [-9.38, -23.67, 2.22], [-10.72, -23.95, 3.41], [-7.73, -23.98, 3.88], [-8.21, -24.57, 6.23], [-8.94, -25.80, 5.31], [-9.98, -24.47, 5.85], [-8.31, -22.12, 5.24], [-9.82, -22.25, 4.88], [-8.50, -21.52, 7.23], [-8.05, -20.31, 7.90], [-7.64, -19.32, 6.87], [-7.53, -18.06, 7.55], [-8.31, -22.24, 7.87], [-8.81, -20.03, 8.64], [-7.17, -20.63, 8.49], [-8.44, -19.27, 6.11], [-6.77, -19.64, 6.29], [-7.29, -17.40, 6.89], [-6.30, -24.81, 11.47], [-6.52, -23.44, 11.65], [-6.46, -22.72, 10.32], [-7.39, -23.18, 9.34], [-6.96, -25.32, 12.02], [-7.53, -23.28, 12.06], [-5.82, -23.03, 12.37], [-5.45, -22.78, 9.88], [-6.63, -21.67, 10.59], [-6.98, -23.87, 8.81]]}

Record 2
{"formula": "C6H7O2SSi", "method": "ωB97M-V/def2-TZVPD", "total_charge": -1, "max_force_ev_per_a": 4.72, "relative_energy_kj_mol": 199.8, "lumo_ev": 3.534, "orbital_gap_ev": 6.487, "elements": ["C", "C", "C", "C", "C", "C", "O", "O", "Si", "S", "H", "H", "H", "H", "H", "H", "H"], "coordinates": [[-0.68, -1.21, -1.48], [0.35, -0.35, -1.75], [-1.37, -1.23, -0.31], [0.63, 0.58, -0.80], [-1.09, -0.40, 0.72], [-0.05, 0.59, 0.42], [-1.52, 2.05, 5.60], [0.09, 0.76, 3.61], [0.55, 1.88, 2.66], [-1.13, 0.64, 5.10], [-0.88, -2.01, -2.07], [1.07, -0.42, -2.52], [-2.31, -1.91, -0.41], [1.31, 1.38, -1.07], [-1.34, -0.59, 1.74], [0.15, 3.33, 2.37], [2.06, 2.06, 2.55]]}

Record 3
{"formula": "C10H7Br3O2", "method": "ωB97M-V/def2-TZVPD", "max_force_ev_per_a": 3.39, "relative_energy_kj_mol": 0.0, "lumo_ev": [-0.728, -0.727], "orbital_gap_ev": [8.201, 8.202], "elements": ["C", "C", "C", "C", "C", "C", "C", "C", "C", "C", "O", "O", "Br", "Br", "Br", "H", "H", "H", "H", "H", "H", "H"], "coordinates": [[4.43, -1.75, -2.68], [4.21, -0.65, -2.17], [-2.60, -0.92, -0.53], [-1.96, 0.08, -1.18], [-2.00, -1.59, 0.51], [-0.70, 0.46, -0.76], [-0.78, -1.13, 1.00], [-0.09, -0.21, 0.24], [2.12, 0.68, 0.02], [3.44, 0.04, 0.30], [4.27, 0.32, -1.42], [1.11, 0.15, 0.79], [2.26, 2.70, 0.17], [3.26, -1.76, 0.30], [4.64, 0.90, 1.37], [4.36, -2.61, -3.29], [-3.62, -1.33, -0.86], [-2.48, 0.59, -1.91], [-2.56, -2.39, 1.02], [-0.27, 1.37, -1.22], [-0.36, -1.56, 1.88], [2.05, 0.44, -1.03]]}

Record 4
{"formula": "C3H5N3", "method": "ωB97M-V/def2-TZVPD", "max_force_ev_per_a": 1.20, "relative_energy_kj_mol": 204.8, "lumo_ev": 0.828, "smiles": "Nc1cn[nH]c1", "orbital_gap_ev": 9.761, "elements": ["N", "C", "C", "N", "N", "C", "H", "H", "H", "H", "H"], "coordinates": [[-1.80, -0.23, -0.02], [-0.46, 0.09, -0.38], [0.13, 1.35, -0.07], [1.40, 1.23, 0.20], [1.72, -0.10, -0.04], [0.58, -0.77, -0.46], [-1.65, -0.42, 0.97], [-2.06, -1.13, -0.42], [-0.38, 2.31, 0.03], [1.92, -0.50, 0.88], [0.61, -1.83, -0.69]]}